# 1
Density functional theory data (the ωB97M-V functional and the def2-TZVPD basis) for a cluster of 2 separate species, C3H5Cl in total.

Positions of all 9 atoms, in Å:
C (1.095, -0.094, 0.059)
C (0.899, 1.161, -0.203)
C (-1.468, -0.977, 0.203)
Cl (2.140, 2.247, -0.853)
H (1.977, -0.612, 0.172)
H (-0.120, 1.530, -0.248)
H (-1.893, -0.783, -0.828)
H (-0.944, -1.968, 0.445)
H (-1.685, -0.504, 1.252)

The calculation puts the energy relative to the best compared isomer or geometry (same formula, charge and spin) at 109.9 kcal/mol. Its LUMO energy (spin up / spin down) is -0.1 / -0.6 eV.

# 2
Density functional theory data (the ωB97M-V functional and the def2-TZVPD basis) for a structure of composition C8H24O8PdS5.

Positions of all 46 atoms, in Å:
Pd (-0.170, -0.840, -0.532)
S (-0.496, -2.636, -2.524)
O (0.090, -3.919, -2.265)
O (-1.202, -2.569, -3.799)
O (-1.447, -2.234, -1.438)
O (0.538, -1.544, -2.397)
C (3.703, 0.721, 1.357)
S (2.340, 1.667, 0.647)
O (1.215, 0.718, 0.422)
C (1.818, 2.572, 2.107)
H (4.043, 0.006, 0.616)
H (3.420, 0.230, 2.291)
H (4.487, 1.425, 1.652)
H (1.884, 1.887, 2.952)
H (0.775, 2.836, 1.957)
H (2.453, 3.452, 2.201)
C (0.658, -1.151, 3.773)
S (0.051, -2.448, 2.689)
O (0.118, -1.940, 1.268)
C (1.433, -3.582, 2.906)
H (0.614, -1.586, 4.776)
H (0.061, -0.246, 3.843)
H (1.673, -0.918, 3.450)
H (2.364, -3.100, 2.595)
H (1.343, -4.412, 2.204)
H (1.446, -3.968, 3.922)
C (-3.607, -0.067, -0.824)
S (-3.053, 0.411, 0.864)
O (-1.548, 0.132, 0.860)
C (-3.230, 2.160, 0.951)
H (-4.682, 0.157, -0.863)
H (-3.531, -1.143, -0.941)
H (-3.129, 0.568, -1.563)
H (-2.340, 2.577, 0.477)
H (-3.207, 2.346, 2.024)
H (-4.176, 2.513, 0.548)
C (-1.066, 0.391, -4.259)
S (-0.721, 1.698, -3.048)
O (-0.645, 0.928, -1.740)
C (1.000, 2.071, -3.467)
H (-1.761, -0.240, -3.703)
H (-0.181, -0.231, -4.376)
H (-1.459, 0.802, -5.184)
H (1.327, 2.769, -2.688)
H (1.180, 2.550, -4.426)
H (1.618, 1.185, -3.314)

The multiplicity is 3. Its LUMO energy (spin up / spin down) is 0.0 / 0.0 eV.

# 3
Density functional theory data (the ωB97M-V functional and the def2-TZVPD basis) for a structure of composition C40H42GeN4O6S3Tc.

Positions of all 97 atoms, in Å:
Tc (1.385, -0.173, 1.266)
O (0.462, 0.104, 3.247)
S (1.647, -0.314, 4.053)
O (1.954, 0.493, 5.181)
O (2.706, -0.468, 3.035)
C (1.162, -1.912, 4.662)
C (1.509, -2.212, 5.964)
C (1.041, -3.375, 6.570)
C (0.198, -4.224, 5.879)
C (-0.147, -3.943, 4.563)
C (0.338, -2.798, 3.947)
S (0.034, -2.742, 2.202)
O (-0.636, -3.933, 1.833)
O (-1.005, -1.542, 1.855)
O (1.251, -2.368, 1.499)
H (2.121, -1.510, 6.514)
H (1.327, -3.597, 7.589)
H (-0.188, -5.117, 6.348)
H (-0.770, -4.625, 4.004)
S (3.565, -0.555, 0.313)
C (4.138, 0.503, -0.978)
C (5.053, -0.063, -1.874)
C (5.584, 0.682, -2.912)
C (5.204, 2.006, -3.093)
C (4.300, 2.574, -2.209)
C (3.776, 1.832, -1.157)
H (5.342, -1.099, -1.744)
H (6.296, 0.225, -3.588)
H (5.616, 2.588, -3.906)
H (4.005, 3.611, -2.328)
H (3.092, 2.294, -0.478)
N (1.092, 3.849, 2.425)
C (2.456, 3.707, 2.522)
C (2.745, 2.506, 1.961)
N (1.570, 1.924, 1.516)
C (0.595, 2.755, 1.826)
H (0.551, 4.630, 2.755)
H (3.084, 4.451, 2.978)
H (3.691, 2.004, 1.847)
H (-0.454, 2.588, 1.646)
C (1.819, 0.734, -5.158)
C (0.541, 0.541, -4.356)
N (0.752, -0.224, -3.125)
C (1.060, -1.651, -3.283)
C (2.528, -1.998, -3.062)
C (0.785, 0.360, -1.920)
C (0.678, 1.851, -1.865)
N (0.979, -0.357, -0.834)
H (1.609, 1.312, -6.059)
H (2.245, -0.220, -5.469)
H (2.571, 1.266, -4.570)
H (-0.209, 0.011, -4.948)
H (0.107, 1.504, -4.102)
H (0.765, -1.917, -4.298)
H (0.418, -2.241, -2.622)
H (3.158, -1.503, -3.800)
H (2.666, -3.076, -3.160)
H (2.880, -1.701, -2.074)
H (-0.264, 2.202, -2.288)
H (1.492, 2.288, -2.435)
H (0.751, 2.173, -0.841)
H (1.060, -1.348, -1.028)
C (-0.558, -0.511, 1.045)
Ge (-2.336, -0.084, 0.146)
C (-3.435, 0.478, 1.653)
C (-4.785, 0.723, 1.395)
C (-5.629, 1.166, 2.402)
C (-5.129, 1.384, 3.679)
C (-3.787, 1.154, 3.945)
C (-2.943, 0.699, 2.939)
C (-2.844, -1.802, -0.598)
C (-3.728, -2.624, 0.098)
C (-4.045, -3.886, -0.386)
C (-3.478, -4.339, -1.569)
C (-2.593, -3.530, -2.269)
C (-2.280, -2.268, -1.784)
C (-2.376, 1.366, -1.148)
C (-2.313, 2.681, -0.684)
C (-2.358, 3.751, -1.565)
C (-2.493, 3.516, -2.929)
C (-2.608, 2.215, -3.398)
C (-2.554, 1.146, -2.511)
H (-5.187, 0.570, 0.398)
H (-6.675, 1.345, 2.190)
H (-5.786, 1.732, 4.465)
H (-3.394, 1.325, 4.939)
H (-1.901, 0.518, 3.176)
H (-4.171, -2.281, 1.026)
H (-4.732, -4.516, 0.163)
H (-3.726, -5.323, -1.946)
H (-2.151, -3.881, -3.193)
H (-1.583, -1.646, -2.336)
H (-2.253, 2.878, 0.382)
H (-2.304, 4.765, -1.192)
H (-2.535, 4.348, -3.620)
H (-2.750, 2.030, -4.456)
H (-2.657, 0.137, -2.894)

Its net charge is +1. The calculation puts the energy relative to the best compared isomer or geometry (same formula, charge and spin) at 60.5 kcal/mol. Its LUMO energy is -3.5 eV.

# 4
Density functional theory data (the ωB97M-V functional and the def2-TZVPD basis) for a structure of composition C9H7BiNO4S.

Positions of all 23 atoms, in Å:
Bi (0.009, 0.020, -0.138)
C (-0.464, 0.575, 1.806)
O (-0.738, 0.904, 2.906)
C (0.566, -1.759, 0.698)
O (0.882, -2.778, 1.193)
C (1.840, 0.688, 0.221)
O (2.915, 1.110, 0.435)
C (-1.830, -0.689, -0.280)
O (-2.931, -1.087, -0.363)
H (0.891, -1.073, -4.280)
H (1.098, -1.716, -4.027)
S (-0.452, 1.880, -1.761)
C (-1.044, 2.934, -0.490)
N (-2.421, 3.050, -0.373)
C (-2.916, 3.892, 0.592)
C (-2.072, 4.580, 1.414)
C (-0.689, 4.444, 1.290)
C (-0.176, 3.617, 0.327)
H (-3.041, 2.535, -0.988)
H (-3.995, 3.976, 0.659)
H (-2.484, 5.247, 2.181)
H (-0.017, 4.994, 1.947)
H (0.904, 3.483, 0.205)

Its net charge is +3. The calculation puts the energy relative to the best compared isomer or geometry (same formula, charge and spin) at 168.7 kcal/mol. Its LUMO energy (spin up / spin down) is -14.5 / -14.5 eV.

# 5
Density functional theory data (the ωB97M-V functional and the def2-TZVPD basis) for a cluster of 2 separate species, C6H14N2O2 in total.

Positions of all 24 atoms, in Å:
C (-0.105, 1.564, 2.132)
C (-2.687, 0.585, -0.481)
C (-1.337, 0.925, 1.545)
O (-2.160, 0.345, 2.223)
N (-1.533, 1.133, 0.203)
H (0.506, 2.019, 1.361)
H (-0.933, 1.729, -0.338)
H (-3.266, 1.356, -0.979)
H (-0.400, 2.283, 2.874)
H (0.452, 0.821, 2.705)
H (-2.401, -0.091, -1.293)
H (-3.327, 0.114, 0.256)
C (0.345, -2.445, -1.311)
C (2.172, 0.846, -0.990)
C (1.937, -0.650, -0.969)
O (2.834, -1.466, -0.935)
N (0.648, -1.023, -1.260)
H (-0.094, -0.430, -0.917)
H (0.827, -2.972, -0.482)
H (3.117, 1.079, -0.502)
H (-0.733, -2.557, -1.329)
H (0.791, -2.901, -2.173)
H (2.209, 1.127, -2.039)
H (1.427, 1.423, -0.450)

The calculation puts the energy relative to the best compared isomer or geometry (same formula, charge and spin) at 15.8 kcal/mol. The SMILES is CNC(C)=O.CNC(C)=O. Its LUMO energy is 0.6 eV.

# 6
Density functional theory data (the ωB97M-V functional and the def2-TZVPD basis) for a structure of composition C44H60B2N15PS2W.

Positions of all 125 atoms, in Å:
W (0.343, 0.106, 0.261)
C (3.637, -1.996, -3.011)
C (1.440, -0.733, -1.596)
N (1.887, -1.004, -0.324)
N (2.944, -1.700, 0.106)
C (3.500, -2.614, -0.600)
B (3.184, -1.467, 1.661)
N (3.095, 0.044, 1.930)
C (3.952, 0.760, 2.678)
C (3.423, 2.017, 2.870)
C (2.203, 1.988, 2.203)
N (2.005, 0.799, 1.636)
N (1.993, -2.174, 2.303)
C (1.935, -3.234, 3.134)
C (0.611, -3.503, 3.386)
C (-0.085, -2.545, 2.646)
N (0.736, -1.746, 1.983)
N (4.554, -1.957, 2.049)
C (5.716, -1.621, 1.417)
C (6.754, -2.038, 2.202)
C (6.126, -2.608, 3.330)
N (4.813, -2.546, 3.242)
H (4.363, -2.417, -3.694)
H (1.853, 0.640, -3.048)
H (4.340, -3.130, -0.155)
H (4.866, 0.325, 3.045)
H (3.850, 2.836, 3.421)
H (1.467, 2.768, 2.123)
H (2.841, -3.677, 3.509)
H (0.205, -4.275, 4.015)
H (-1.140, -2.387, 2.589)
H (5.709, -1.104, 0.470)
H (7.808, -1.942, 2.008)
H (6.583, -3.058, 4.197)
C (1.084, -4.290, -2.708)
N (1.556, -3.051, -2.103)
C (3.032, -2.950, -1.980)
C (3.324, -0.722, -3.202)
N (2.425, 0.098, -2.398)
B (3.325, 1.230, -1.579)
N (3.058, 2.610, -2.273)
C (3.416, 2.915, -3.545)
C (3.003, 4.188, -3.822)
N (2.407, 4.660, -2.702)
C (1.836, 5.995, -2.563)
C (2.453, 3.698, -1.729)
S (1.948, 3.907, -0.143)
C (0.992, -1.859, -2.465)
S (0.135, -1.634, -3.841)
H (1.510, -4.450, -3.704)
H (0.004, -4.247, -2.806)
H (1.352, -5.121, -2.056)
H (3.411, -3.946, -2.202)
H (3.776, -0.186, -4.024)
H (4.477, 0.923, -1.738)
H (2.974, 1.274, -0.445)
H (3.955, 2.225, -4.169)
H (3.096, 4.777, -4.718)
H (1.247, 6.218, -3.449)
H (2.631, 6.730, -2.451)
H (1.200, 6.010, -1.684)
C (-1.405, 1.635, 5.722)
C (-0.657, 0.615, 5.156)
C (-0.346, 0.634, 3.804)
C (-0.794, 1.664, 2.981)
C (-1.518, 2.711, 3.565)
C (-1.819, 2.688, 4.915)
N (-0.499, 1.662, 1.592)
N (-0.786, 2.831, 1.037)
C (-0.546, 2.893, -0.294)
C (-0.915, 4.091, -0.961)
C (-0.859, 4.165, -2.331)
C (-0.436, 3.053, -3.069)
C (-0.050, 1.894, -2.410)
C (-0.054, 1.772, -1.017)
H (-1.651, 1.618, 6.775)
H (-0.295, -0.201, 5.770)
H (0.268, -0.146, 3.394)
H (-1.850, 3.529, 2.943)
H (-2.389, 3.503, 5.342)
H (-1.280, 4.915, -0.360)
H (-1.165, 5.072, -2.839)
H (-0.445, 3.078, -4.153)
H (0.155, 1.027, -3.028)
C (-2.600, 0.231, -2.777)
C (-3.621, 0.299, -1.633)
C (-5.010, -0.084, -2.165)
C (-3.683, 1.759, -1.162)
P (-3.007, -0.781, -0.213)
N (-1.437, -0.521, 0.026)
C (-3.993, -0.340, 1.348)
C (-3.543, -1.293, 2.462)
C (-3.627, 1.080, 1.826)
C (-5.520, -0.391, 1.225)
C (-3.267, -2.607, -0.697)
C (-2.913, -2.798, -2.179)
C (-2.281, -3.490, 0.068)
C (-4.685, -3.136, -0.466)
H (-2.604, 1.180, -3.317)
H (-2.830, -0.556, -3.489)
H (-1.591, 0.075, -2.409)
H (-5.262, 0.633, -2.950)
H (-5.792, -0.028, -1.416)
H (-5.043, -1.071, -2.614)
H (-3.834, 2.385, -2.044)
H (-2.761, 2.083, -0.680)
H (-4.517, 1.938, -0.490)
H (-2.492, -1.126, 2.688)
H (-3.718, -2.344, 2.237)
H (-4.105, -1.051, 3.367)
H (-2.655, 1.409, 1.481)
H (-3.604, 1.085, 2.916)
H (-4.367, 1.813, 1.514)
H (-5.921, -1.360, 0.951)
H (-5.897, 0.355, 0.532)
H (-5.926, -0.136, 2.208)
H (-1.926, -2.400, -2.414)
H (-3.633, -2.355, -2.857)
H (-2.904, -3.872, -2.382)
H (-1.278, -3.068, 0.066)
H (-2.244, -4.466, -0.423)
H (-2.590, -3.663, 1.095)
H (-5.445, -2.544, -0.972)
H (-4.938, -3.206, 0.590)
H (-4.733, -4.148, -0.877)

Its net charge is +1. The calculation puts the energy relative to the best compared isomer or geometry (same formula, charge and spin) at 43.0 kcal/mol. The multiplicity is 4. Its LUMO energy (spin up / spin down) is -2.9 / -4.6 eV.